No. 1
Density functional theory data (ωB97M-V/def2-TZVPD) for a 2-piece molecular cluster, C7H9Br overall in a non-equilibrium geometry.

Cartesian coordinates (Å):
C1 0.042 -1.917 -0.614
C2 0.574 -1.859 0.818
C3 -0.886 1.531 1.014
C4 -1.378 1.479 -0.430
C5 1.209 0.545 -0.438
C6 0.470 -0.622 -0.023
C7 -0.152 0.742 0.023
Br1 2.733 1.452 0.060
H1 0.731 -2.189 -1.375
H2 -1.101 -1.912 -0.770
H3 -0.082 -1.908 1.655
H4 1.635 -1.982 1.098
H5 -0.550 2.527 1.340
H6 -1.532 0.867 1.694
H7 -2.330 0.881 -0.692
H8 -1.449 2.434 -0.851
H9 2.065 -0.069 -2.509

Charge   0
Orbital gap (spin up / spin down)   6.861 / 6.869 eV

Just the Mulliken charges please, in e? Sure, here they are: -0.778, -0.566, -0.564, -0.533, -0.366, 0.636, 0.174, -0.057, 0.337, 0.228, 0.229, 0.239, 0.258, 0.206, 0.188, 0.289, 0.081

=====

No. 2
Density functional theory data (ωB97M-V/def2-TZVPD) for an isolated ion of composition C7H9BrFN2 and charge +1 in a non-equilibrium geometry.

Cartesian coordinates (Å):
C1 1.484 2.558 -1.260
C2 1.611 1.679 -0.470
C3 2.004 0.820 0.598
Br1 3.242 -0.565 -0.300
C4 0.850 -0.003 1.177
N1 1.074 -1.099 1.907
N2 -0.340 0.466 1.177
C5 -1.315 0.522 0.369
C6 -1.189 -0.218 -0.923
C7 -2.275 -1.348 -0.920
F1 0.053 -0.831 -0.980
H1 0.910 3.133 -1.902
H2 2.666 1.336 1.351
H3 2.037 -1.353 2.008
H4 0.325 -1.697 2.120
H5 -2.241 1.058 0.579
H6 -1.379 0.322 -1.832
H7 -2.025 -2.034 -0.010
H8 -2.214 -1.857 -1.969
H9 -3.278 -0.890 -0.720

Charge   +1
Orbital gap   9.295 eV
SMILES   C#C[C@H](Br)C(=[NH2+])/N=C\[C@H](C)F

Just the Mulliken charges please, in e? Sure, here they are: -0.118, -0.779, 0.116, -0.039, 0.544, -0.312, -0.269, -0.198, 0.318, -1.136, -0.263, 0.399, 0.531, 0.219, 0.233, 0.426, 0.333, 0.275, 0.328, 0.391

=====

The calculation returns the following ΔE to the lowest compared entry with this formula, charge and spin values, one per record and in order: 773.8 0.0 kJ/mol.